*1*
ORCA calculation (ωB97M-V/def2-TZVPD) on a 4-piece molecular cluster, C4H16N8O4 overall.

Geometry (Å):
1 C -0.06 1.76 -0.96
2 O 0.06 1.11 -1.99
3 N 0.41 3.00 -0.85
4 N -0.69 1.28 0.14
5 H 0.45 3.50 0.02
6 H 1.00 3.28 -1.62
7 H -1.09 0.35 0.22
8 H -0.59 1.94 0.90
9 C 1.77 -0.51 -4.29
10 O 2.41 -1.01 -5.23
11 N 0.80 -1.22 -3.74
12 N 1.98 0.70 -3.75
13 H 0.35 -1.00 -2.87
14 H 0.77 -2.09 -4.25
15 H 1.29 1.16 -3.15
16 H 2.75 1.21 -4.13
17 C -1.26 -2.53 0.89
18 O -1.37 -1.33 0.60
19 N -2.28 -3.34 1.21
20 N -0.07 -3.08 1.14
21 H -3.17 -3.12 0.80
22 H -1.94 -4.26 1.43
23 H 0.60 -2.33 1.22
24 H -0.05 -3.92 1.68
25 C 0.18 1.64 3.43
26 O 1.15 2.38 3.32
27 N -1.08 2.02 3.69
28 N 0.25 0.35 3.07
29 H -1.85 1.38 3.62
30 H -1.25 3.00 3.81
31 H -0.56 -0.22 2.92
32 H 1.08 -0.11 2.73

charge	0
SMILES string	NC(N)=O.NC(N)=O.NC(N)=O.NC(N)=O
multiplicity	1
HOMO level	-8.61	eV
Kohn-Sham gap	8.6	eV



*2*
ORCA calculation (ωB97M-V/def2-TZVPD) on a 4-piece molecular cluster, C4H16N8O4 overall.

Geometry (Å):
1 C -0.75 3.41 -0.41
2 O -0.73 4.21 0.52
3 N -1.87 3.03 -1.09
4 N 0.43 3.08 -1.04
5 H -1.95 2.21 -1.65
6 H -2.67 3.41 -0.60
7 H 1.16 3.71 -0.77
8 H 0.59 2.53 -1.87
9 C 3.89 -0.47 -1.51
10 O 3.30 -0.93 -2.48
11 N 4.04 -1.16 -0.34
12 N 4.37 0.80 -1.39
13 H 4.58 -0.70 0.36
14 H 3.74 -2.11 -0.27
15 H 4.86 1.12 -0.58
16 H 3.97 1.53 -1.96
17 C -0.12 -0.75 0.60
18 O -1.29 -0.45 0.91
19 N 0.22 -2.04 0.34
20 N 0.88 0.12 0.35
21 H 1.06 -2.32 -0.13
22 H -0.14 -2.81 0.89
23 H 1.81 -0.25 0.29
24 H 0.69 1.10 0.41
25 C -4.20 -2.35 1.55
26 O -5.15 -3.08 1.82
27 N -3.15 -2.08 2.40
28 N -4.07 -1.73 0.35
29 H -3.13 -2.38 3.35
30 H -2.40 -1.48 2.11
31 H -4.77 -1.91 -0.35
32 H -3.18 -1.27 0.20

charge	0
SMILES string	NC(N)=O.NC(N)=O.NC(N)=O.NC(N)=O
multiplicity	1
HOMO level	-9.17	eV
Kohn-Sham gap	9.1	eV



Most stable structure: *2*